Density functional theory data (ωB97M-V/def2-TZVPD) for C35H35Br2N6O4S3Ti as an isolated structure.

HOMO-LUMO gap: 0.2512 hartree
ΔE to the lowest compared entry with this formula, charge and spin: 39.93 kcal per mole
highest occupied orbital energy: -0.3793 Eh
total charge: +1
largest force on an atom: 0.7 eV/Å
total energy: -249698.3982 eV

The geometry in XYZ format:
```
86
Properties=species:S:1:pos:R:3:mulliken_charge:R:1
Br -4.5721 0.4369 2.3114 -0.101
Br -4.5041 -3.6883 4.6001 -0.106
Ti 0.6201 -0.5590 1.0779 0.719
S 3.9232 -3.7786 1.4073 -0.122
S 1.8172 -2.0419 2.4600 -0.531
S 1.3558 2.9935 -0.7971 -0.513
O -1.2526 0.1301 0.3208 1.304
O 1.9718 -0.0932 -0.0468 0.074
O 1.1989 2.7993 3.0360 -0.605
O 0.4925 0.8045 2.3022 -0.067
N 1.9274 -2.9633 -0.0874 0.118
N 1.0338 5.5433 -1.2949 0.025
N -1.0881 -1.6385 2.2221 0.585
N 0.6643 -2.3903 -0.2842 -0.619
N -0.9194 4.2691 -1.4355 -0.030
N -2.0573 1.5039 2.5732 0.148
C 2.3807 -5.7900 -1.5591 -0.138
C 1.9469 -7.7661 0.3300 -0.627
C 0.4142 4.3088 -1.1966 -0.261
C 2.4631 -0.3798 -1.2857 0.423
C 1.2258 -7.7768 -0.8562 -0.445
C 1.2325 7.9360 -1.6595 -1.415
C 2.2076 -1.5339 -3.3924 -0.795
C 1.4466 -6.7868 -1.8026 -0.698
C 0.3187 2.0416 2.7590 -0.104
C 2.4299 -2.9351 1.0935 0.591
C -1.2484 -1.4120 3.5303 -0.540
C 4.0559 -0.0417 -3.0315 -0.544
C 0.5629 -1.8315 -1.4596 0.743
C 3.6066 0.2402 -1.7487 -0.440
C -2.9446 -3.1383 2.2941 -0.819
C -2.2445 -2.0022 4.2810 -0.741
C -2.8006 3.7967 3.9311 -0.455
C 2.8821 -6.7711 0.5680 -0.286
C -3.7591 2.8815 3.5306 -0.772
C -0.7641 -1.6735 -2.1092 -1.656
C -1.9200 -2.4960 1.6264 -0.058
C 3.1070 -5.7741 -0.3747 0.686
C 0.4049 6.6957 -1.5989 0.761
C 3.3626 -0.9197 -3.8557 -0.794
C 4.1396 -4.6997 -0.1434 -1.030
C -2.8793 1.0738 -1.2438 -1.264
C -0.9377 6.6377 -1.8316 -0.923
C -3.1103 -2.8740 3.6426 0.057
C -3.3190 1.7534 2.8547 -0.039
C 1.7696 -1.2895 -2.1014 0.428
C -3.0353 5.2441 -1.9862 -1.213
C -1.5040 1.2048 -0.6395 -0.336
C -1.1362 2.3829 2.9919 0.751
C -1.4622 3.5448 3.6655 -0.840
C -1.5643 5.3768 -1.7390 1.050
H 4.9526 0.4412 -3.3959 0.446
H 3.7203 -1.1234 -4.8552 0.445
H -3.2114 4.4737 -2.7363 0.275
H -0.8073 -2.4309 -2.9009 0.621
H 2.0286 5.5360 -1.1112 0.291
H -3.0338 1.9076 -1.9299 0.254
H 1.6649 -2.2273 -4.0233 0.494
H -2.9936 0.1447 -1.8012 0.265
H -0.7061 1.1681 -1.3769 0.382
H -1.3835 2.1565 -0.1247 0.152
H -1.7430 -2.6847 0.5777 0.227
H -1.4945 7.5272 -2.0819 0.353
H 2.0017 7.8433 -2.4275 0.355
H -3.6541 1.1133 -0.4775 0.225
H -0.6705 4.2106 3.9763 0.553
H 0.6131 8.7980 -1.8898 0.352
H 3.4401 -6.7654 1.4970 0.359
H -0.5477 -0.7281 3.9903 0.446
H 0.4991 -8.5564 -1.0435 0.397
H -4.8098 3.0235 3.7341 0.478
H -3.5305 4.9246 -1.0680 0.258
H -3.5934 -3.8257 1.7718 0.521
H -1.5827 -1.8632 -1.4204 0.093
H 2.5491 -5.0104 -2.2932 0.332
H -0.8697 -0.7056 -2.5945 0.362
H 5.1385 -5.1278 -0.0397 0.464
H 4.1605 -3.9934 -0.9710 0.338
H -1.6896 0.4102 1.1660 -0.301
H -3.0957 4.6920 4.4617 0.469
H 1.7850 -8.5393 1.0696 0.391
H -3.4784 6.1796 -2.3195 0.369
H 4.1172 0.9470 -1.1087 0.544
H -2.3389 -1.7845 5.3345 0.502
H 0.8931 -6.7916 -2.7330 0.392
H 1.7310 8.1061 -0.7039 0.362
```